The following is a DFT calculation (wB97M-V/def2-TZVPD) of C37H45BCl4N12O3PRbSe as an isolated structure.

Results
HOMO energy, eV: -0.70
Energy above the lowest of the compared OMol25 structures with the same formula, charge and spin, kJ/mol: 176.1
Total charge: -2

Last column: Mulliken charge in e.
Positions of all 105 atoms, in Å:
Rb: 0.37667 -0.74889 -0.28922  1.243
C: -0.85614 -5.12108 1.06042  -1.262
C: -0.64599 -3.81726 1.79990  0.428
O: 0.09233 -2.94704 1.40450  -0.218
N: -1.32797 -3.73798 2.99621  -0.108
C: -1.54194 -2.42974 3.58238  -0.478
C: -2.75275 -1.79313 2.93878  0.742
C: -3.90246 -1.46948 3.64865  -0.970
C: -4.98203 -0.94182 2.95166  -0.396
C: -4.88109 -0.77311 1.58052  -0.846
C: -3.69174 -1.13819 0.95679  -0.317
N: -2.66036 -1.63310 1.62233  0.456
H: -0.32755 -5.06934 0.11198  0.031
H: -1.91876 -5.27757 0.86938  0.434
H: -0.47054 -5.95421 1.65044  0.356
H: -2.07369 -4.39931 3.13680  0.271
H: -0.66532 -1.82743 3.34020  -0.180
H: -1.65679 -2.51403 4.66487  0.336
H: -3.95339 -1.62545 4.72035  0.430
H: -5.89560 -0.67909 3.47275  0.383
H: -5.70507 -0.37518 1.00401  0.502
H: -3.56002 -1.05331 -0.11839  0.236
N: -0.39071 -3.80976 -2.61916  0.066
C: 0.94126 -3.91091 -2.60978  0.407
N: 1.53298 -4.47019 -3.68346  -0.712
C: 2.84604 -4.58706 -3.59386  0.328
N: 3.48488 -5.20764 -4.63575  -0.425
N: 3.61040 -4.19748 -2.56874  -0.636
C: 2.92350 -3.67154 -1.55232  -0.358
N: 1.61620 -3.51783 -1.50806  -0.099
C: 3.71948 -3.20442 -0.38073  0.940
C: 5.08845 -2.97840 -0.50394  -0.575
C: 5.77028 -2.45445 0.58002  -0.519
C: 5.07647 -2.20227 1.75326  -0.677
C: 3.72760 -2.52811 1.79651  -0.176
N: 3.06365 -3.01173 0.75952  0.105
H: -0.83995 -3.90924 -3.51464  0.329
H: -0.86430 -3.17815 -1.96149  -0.061
H: 2.96630 -5.22737 -5.49712  0.265
H: 4.47280 -5.03513 -4.69923  0.261
H: 5.57681 -3.18360 -1.44467  0.437
H: 6.82661 -2.22558 0.51443  0.371
H: 5.56824 -1.75858 2.61000  0.392
H: 3.14564 -2.38939 2.70439  0.503
Cl: -3.81248 -0.76953 -7.02320  -0.276
C: -3.42365 -1.10676 -5.36103  0.326
C: -4.33534 -1.77339 -4.56180  0.368
Cl: -5.88349 -2.23861 -5.20743  -0.290
C: -3.99011 -2.07636 -3.23555  0.244
Cl: -5.12573 -2.92730 -2.22033  -0.279
C: -2.73963 -1.76432 -2.66056  -0.771
O: -2.39726 -2.13335 -1.48516  -0.755
C: -1.80310 -0.96585 -3.48333  -0.300
O: -0.71204 -0.56126 -2.97952  -0.651
C: -2.19333 -0.70748 -4.82227  0.456
Cl: -1.04684 0.15352 -5.81026  -0.265
C: -3.00445 3.03347 1.39989  -1.501
C: -2.55908 3.38013 -0.02449  0.410
C: -2.96297 4.80682 -0.39519  -1.502
P: -0.78227 2.78363 -0.19304  0.388
C: 0.17493 3.72233 1.12132  1.377
C: 1.66283 3.44914 0.87375  -1.417
C: -0.06584 5.21341 1.36348  -1.766
C: -0.18947 3.41713 -1.84804  0.927
C: 0.07139 4.90677 -2.07104  -1.579
C: -1.14623 2.84855 -2.90411  -1.509
H: -4.09478 3.05264 1.48402  0.494
H: -2.60052 3.74616 2.12418  0.167
H: -2.65366 2.03852 1.67835  0.251
H: -3.08912 2.70442 -0.70507  0.421
H: -2.38794 5.55107 0.15307  0.157
H: -4.02166 4.96060 -0.15941  0.461
H: -2.83652 4.99195 -1.46082  0.323
H: -0.10942 3.18838 2.03784  -0.297
H: 2.05310 4.05857 0.05744  0.368
H: 1.84068 2.40405 0.61589  -0.033
H: 2.24575 3.67852 1.77138  0.429
H: 0.04778 5.79467 0.45001  0.232
H: 0.66772 5.58174 2.08905  0.481
H: -1.05592 5.40270 1.77889  0.361
H: 0.76565 2.89166 -1.96445  0.318
H: -0.79599 5.52084 -1.82946  0.155
H: 0.31513 5.06901 -3.12468  0.493
H: 0.92174 5.25975 -1.48654  0.322
H: -2.09073 3.39939 -2.92256  0.142
H: -1.35736 1.79321 -2.71072  0.214
H: -0.69780 2.90996 -3.89645  0.541
B: 4.82677 2.42196 -1.64186  0.498
C: 3.87032 1.29488 -1.10068  -0.219
N: 3.15319 0.49420 -0.66997  -0.683
H: 5.08496 3.17478 -0.71412  -0.234
H: 5.84637 1.90738 -2.06803  -0.219
H: 4.24700 3.02236 -2.52765  -0.215
Se: -1.03386 1.65456 5.63941  0.196
N: 0.67274 2.03448 6.00159  -0.915
C: 1.36414 1.60085 4.96285  0.705
C: 2.76479 1.72723 4.79519  -0.621
C: 3.30682 1.23259 3.64796  -1.051
C: 2.48072 0.61116 2.67005  -0.322
N: 1.18622 0.47194 2.77337  0.584
C: 0.60805 0.96657 3.89223  0.383
N: -0.69994 0.91455 4.07413  -0.327
H: 3.36263 2.21850 5.55145  0.438
H: 4.36758 1.32023 3.45599  0.511
H: 2.92707 0.22789 1.75552  0.618

Atoms 1-2, force components in eV/Å:
-0.3 -0.1 -0.4
0.1 0.2 -0.1